(1)
{
  "formula": "C22H17NO",
  "method": "the ωB97M-V functional and the def2-TZVPD basis",
  "e_above_lowest_kcal_mol": 55.45,
  "energy_ha": -978.383360,
  "gap_ev": 2.95,
  "lumo_energy_ev": -2.83,
  "species": ["C", "C", "C", "C", "C", "C", "O", "C", "C", "C", "C", "C", "C", "C", "N", "C", "C", "H", "H", "H", "H", "H", "H", "H", "H", "H", "H", "C", "C", "C", "C", "C", "C", "C", "H", "H", "H", "H", "H", "H", "H"],
  "coordinates": [[-3.258, 2.950, -0.737], [-1.869, 3.093, -0.836], [-1.033, 2.142, -0.248], [-1.572, 1.000, 0.399], [-0.682, 0.066, 1.061], [0.433, 0.505, 1.915], [1.213, -0.339, 2.371], [0.601, 1.985, 2.307], [-0.445, 2.783, 2.790], [-0.254, 4.164, 2.985], [1.020, 4.719, 2.799], [2.101, 3.891, 2.473], [1.899, 2.516, 2.311], [-0.921, -1.315, 1.071], [-1.156, -2.468, 1.086], [-2.979, 0.822, 0.399], [-3.805, 1.836, -0.093], [-3.901, 3.709, -1.173], [-1.420, 3.945, -1.365], [0.058, 2.265, -0.277], [-1.423, 2.334, 2.984], [-1.105, 4.798, 3.275], [1.161, 5.797, 2.904], [3.103, 4.320, 2.347], [2.753, 1.855, 2.142], [-3.398, -0.076, 0.862], [-4.891, 1.746, 0.004], [0.051, -3.533, -1.837], [0.563, -4.600, -1.109], [1.740, -5.323, -1.329], [2.704, -5.181, -2.322], [2.684, -4.312, -3.404], [1.686, -3.403, -3.741], [0.499, -3.088, -3.079], [-0.860, -3.067, -1.439], [-0.025, -4.918, -0.245], [1.920, -6.144, -0.621], [3.576, -5.847, -2.246], [3.544, -4.361, -4.085], [1.841, -2.877, -4.692], [-0.152, -2.390, -3.606]],
  "forces_ev_per_angstrom": [[0.249, 0.087, 0.025], [0.093, -0.269, 0.214], [-0.350, -0.123, -0.038], [-0.592, 0.393, -0.587], [1.162, 0.580, 1.043], [-0.748, -0.915, -0.211], [0.311, 0.637, 0.100], [0.285, -0.400, 0.645], [-0.035, 0.426, -0.413], [0.218, -0.439, 0.130], [-0.265, -0.136, -0.200], [-0.148, -0.076, 0.267], [-0.064, 0.338, -0.513], [-0.433, -1.098, 0.008], [0.411, 1.140, -0.437], [0.394, 0.560, 0.088], [0.085, -0.267, -0.306], [-0.002, -0.114, 0.120], [-0.310, -0.343, 0.283], [-0.542, -0.062, -0.045], [0.255, 0.182, -0.328], [0.499, -0.361, -0.074], [-0.006, -0.331, -0.015], [-0.432, -0.222, 0.176], [-0.355, 0.137, -0.176], [0.121, 0.369, -0.089], [0.376, -0.013, -0.111], [-0.583, -0.050, -0.106], [0.254, -0.142, 0.355], [-0.150, -0.469, 0.180], [0.218, -0.152, 0.205], [0.302, 0.151, -0.139], [-0.181, 0.079, -0.473], [0.271, 0.156, -0.107], [0.385, -0.217, -0.011], [0.119, 0.329, -0.113], [-0.050, 0.463, -0.243], [-0.463, 0.317, -0.061], [-0.426, 0.013, 0.298], [-0.053, -0.167, 0.414], [0.178, 0.008, 0.249]]
}


(2)
{
  "formula": "C27H36MnN3P",
  "method": "the ωB97M-V functional and the def2-TZVPD basis",
  "energy_ha": -2706.160183,
  "gap_ev": [6.53, 7.70],
  "charge": 3,
  "spin_multiplicity": 5,
  "lumo_energy_ev": [-9.84, -8.77],
  "species": ["Mn", "N", "C", "C", "C", "N", "C", "C", "N", "C", "H", "H", "H", "H", "H", "H", "H", "H", "H", "H", "H", "H", "H", "H", "H", "H", "C", "C", "C", "C", "C", "C", "C", "P", "C", "C", "C", "C", "C", "C", "C", "C", "C", "C", "C", "C", "C", "C", "H", "H", "H", "H", "H", "H", "H", "H", "H", "H", "H", "H", "H", "H", "H", "H", "H", "H", "H", "H"],
  "coordinates": [[0.065, 0.970, -0.369], [-3.698, 4.054, 2.385], [-2.321, 3.415, 2.135], [-1.513, 4.229, 1.121], [-1.675, 3.805, -0.355], [-0.459, 3.071, -0.849], [-2.907, 2.946, -0.573], [-2.961, 1.700, 0.312], [-2.139, 0.627, -0.319], [-2.450, 1.948, 1.746], [-3.596, 5.009, 2.744], [-4.231, 3.532, 3.088], [-4.285, 4.116, 1.548], [-1.852, 3.482, 3.114], [-0.467, 4.146, 1.425], [-1.742, 5.293, 1.219], [-1.767, 4.710, -0.952], [0.362, 3.655, -0.702], [-0.541, 3.031, -1.868], [-2.992, 2.660, -1.625], [-3.800, 3.559, -0.412], [-3.995, 1.360, 0.356], [-2.471, 0.484, -1.273], [-2.310, -0.270, 0.134], [-1.432, 1.562, 1.846], [-3.030, 1.382, 2.479], [1.611, -4.076, -0.987], [1.045, -3.924, 0.409], [0.780, -5.074, 1.146], [0.264, -5.021, 2.432], [-0.001, -3.799, 3.039], [0.246, -2.638, 2.335], [0.763, -2.699, 1.032], [1.085, -1.137, 0.242], [0.548, -1.119, -1.528], [1.340, -0.379, -2.429], [0.989, -0.260, -3.766], [-0.154, -0.901, -4.224], [-0.945, -1.618, -3.338], [-0.640, -1.729, -1.980], [-1.610, -2.488, -1.099], [2.796, -0.685, 0.329], [3.843, -1.597, 0.458], [5.143, -1.138, 0.368], [5.396, 0.217, 0.140], [4.358, 1.128, 0.051], [3.042, 0.689, 0.208], [1.924, 1.662, 0.313], [2.335, -4.889, -1.008], [2.118, -3.187, -1.356], [0.827, -4.332, -1.705], [0.994, -6.038, 0.699], [0.078, -5.942, 2.970], [-0.386, -3.758, 4.048], [0.054, -1.679, 2.804], [2.283, 0.038, -2.100], [1.627, 0.286, -4.449], [-0.424, -0.850, -5.272], [-1.835, -2.115, -3.710], [-2.638, -2.226, -1.359], [-1.460, -2.332, -0.033], [-1.522, -3.566, -1.256], [3.645, -2.651, 0.602], [5.967, -1.835, 0.448], [6.418, 0.563, 0.057], [4.571, 2.182, -0.079], [2.150, 2.625, -0.145], [1.580, 1.816, 1.340]],
  "forces_ev_per_angstrom": [[-0.397, 0.307, -0.003], [0.003, -0.021, -0.036], [-0.259, 0.126, 0.056], [0.014, -0.015, 0.061], [0.222, -0.072, 0.011], [-0.045, -0.102, -0.195], [-0.144, 0.076, -0.003], [0.067, -0.159, -0.094], [0.044, -0.021, 0.055], [0.006, 0.082, -0.014], [0.037, -0.014, 0.000], [0.037, -0.017, 0.006], [0.062, -0.032, 0.007], [0.060, 0.003, 0.031], [0.014, -0.010, -0.045], [-0.014, -0.022, 0.016], [-0.035, 0.041, -0.054], [-0.044, 0.021, 0.077], [-0.007, 0.060, 0.003], [0.023, -0.027, 0.009], [0.048, -0.009, 0.019], [-0.073, -0.026, -0.008], [0.016, -0.029, -0.011], [-0.032, 0.055, 0.085], [0.088, -0.077, -0.031], [-0.043, 0.064, -0.013], [-0.018, 0.011, 0.168], [0.078, -0.045, -0.139], [-0.014, -0.112, 0.038], [0.006, -0.051, -0.013], [-0.009, -0.027, 0.003], [0.055, -0.002, -0.059], [-0.110, 0.066, 0.073], [-0.073, 0.018, -0.170], [0.233, -0.112, 0.047], [0.043, -0.023, -0.106], [-0.025, -0.003, 0.021], [-0.021, -0.006, -0.010], [-0.098, 0.006, 0.003], [-0.193, 0.091, 0.024], [0.067, -0.001, -0.079], [0.091, -0.002, 0.086], [0.010, 0.010, -0.072], [0.080, 0.042, -0.010], [0.021, -0.040, 0.007], [0.066, -0.055, 0.016], [-0.142, 0.301, 0.018], [0.133, -0.315, 0.022], [-0.034, -0.019, 0.022], [0.020, 0.042, 0.035], [-0.004, 0.007, 0.021], [-0.003, 0.013, 0.019], [0.004, 0.011, -0.010], [0.004, -0.006, -0.015], [0.023, 0.012, -0.040], [0.045, 0.012, 0.021], [-0.013, -0.016, 0.029], [-0.007, -0.014, 0.042], [0.020, 0.011, 0.015], [0.017, -0.041, -0.034], [0.006, 0.053, 0.007], [0.034, 0.021, -0.022], [-0.024, -0.018, -0.004], [-0.015, 0.033, 0.003], [-0.024, -0.012, -0.004], [-0.010, -0.022, 0.008], [0.067, 0.019, -0.045], [0.065, -0.022, 0.155]]
}


(3)
{
  "formula": "C4H4NO5",
  "method": "the ωB97M-V functional and the def2-TZVPD basis",
  "smiles": "O=C=C([O-])OC/C(O)=N/O",
  "e_above_lowest_kcal_mol": 113.66,
  "energy_ha": -585.685160,
  "gap_ev": 5.20,
  "charge": -1,
  "lumo_energy_ev": 3.34,
  "species": ["C", "C", "C", "C", "N", "O", "O", "O", "O", "O", "H", "H", "H", "H"],
  "coordinates": [[0.457, 1.457, 0.015], [1.085, 0.083, -0.140], [-2.181, -0.446, -0.444], [-1.823, 0.699, 0.223], [1.209, -0.698, 0.838], [1.467, -2.058, 0.382], [-0.798, 1.421, -0.571], [1.293, -0.321, -1.410], [-2.959, -1.043, -1.123], [-2.014, 0.878, 1.442], [1.192, 2.234, -0.398], [1.257, -1.308, -1.246], [1.476, -2.480, 1.348], [0.340, 1.583, 1.084]],
  "forces_ev_per_angstrom": [[1.611, -0.248, 0.616], [-0.324, 0.835, -1.324], [0.818, -0.194, -0.139], [0.130, -0.069, -0.071], [-0.208, -0.688, 1.075], [0.384, -0.535, 3.784], [-0.708, 0.352, -0.125], [-0.307, -1.564, 0.654], [-0.788, -0.309, -0.549], [0.525, 0.820, 0.036], [-1.464, -0.787, 0.216], [0.257, 0.954, -1.080], [-0.083, 1.047, -3.490], [0.158, 0.387, 0.397]]
}


(4)
{
  "formula": "C7H14N2",
  "method": "the ωB97M-V functional and the def2-TZVPD basis",
  "smiles": "Cc1c[nH]cn1.CCC",
  "e_above_lowest_kcal_mol": 44.05,
  "energy_ha": -384.561700,
  "gap_ev": 9.87,
  "lumo_energy_ev": 0.92,
  "species": ["C", "C", "C", "H", "H", "H", "H", "H", "H", "H", "H", "C", "C", "C", "C", "N", "N", "H", "H", "H", "H", "H", "H"],
  "coordinates": [[0.220, -1.808, -0.614], [0.684, -3.285, -0.244], [0.878, -1.264, -1.932], [-0.866, -1.986, -0.672], [0.333, -1.183, 0.167], [0.352, -3.342, 0.831], [1.712, -3.372, -0.456], [0.624, -0.184, -2.009], [1.905, -1.354, -2.038], [0.168, -3.957, -0.938], [0.440, -1.676, -2.848], [0.293, 1.343, 2.565], [-0.669, 1.717, -0.907], [-0.446, 1.853, 1.313], [-1.312, 2.837, 0.956], [-0.051, 1.136, 0.108], [-1.488, 2.728, -0.468], [-0.270, 1.412, -1.977], [-2.250, 3.100, -0.890], [-1.731, 3.751, 1.544], [-0.273, 0.522, 3.029], [0.453, 2.163, 3.321], [1.295, 0.851, 2.157]],
  "forces_ev_per_angstrom": [[0.002, -3.839, -3.219], [-1.897, 2.145, 0.150], [-3.474, 1.039, 0.436], [0.128, 0.780, -0.600], [0.865, 2.160, 2.441], [0.735, -0.881, -1.091], [1.416, -0.334, 0.486], [0.469, -0.704, 0.116], [2.079, -0.342, 0.366], [-0.065, -0.191, 0.555], [-0.071, -0.367, 0.252], [0.844, 0.141, -0.965], [1.440, -1.158, 0.137], [1.313, -1.565, -1.522], [-0.557, 1.180, -0.074], [-0.852, 1.908, 0.543], [3.080, -1.105, 2.717], [-1.888, 1.129, 2.141], [-2.357, 1.425, -1.861], [0.618, -2.131, -1.291], [0.101, 0.327, -0.043], [0.068, -0.965, -0.783], [-1.996, 1.348, 1.110]]
}